1.
{"formula": "C12H13BrO2Ti", "method": "wB97M-V/def2-TZVPD", "spin_multiplicity": 2, "mol_weight_g_mol": 317.005, "homo_energy_ev": [-3.49, -3.51], "charge": -1, "relative_energy_kcal_mol": 21.0, "elements": ["C", "C", "C", "H", "C", "C", "H", "H", "H", "H", "Ti", "Br", "C", "C", "C", "H", "C", "C", "H", "H", "H", "H", "C", "O", "C", "O", "H", "H", "H"], "positions_angstrom": [[-2.284, -0.914, -0.470], [-2.259, -1.480, 0.835], [-1.539, -0.618, 1.675], [-2.772, -2.374, 1.199], [-1.206, 0.570, 0.958], [-1.644, 0.392, -0.400], [-1.516, 1.102, -1.209], [-2.853, -1.274, -1.319], [-1.594, -0.680, 2.772], [-0.770, 1.496, 1.371], [0.078, -0.834, -0.225], [-0.155, -2.983, -1.273], [2.053, 0.766, -2.476], [0.937, 1.546, -2.864], [-0.041, 0.681, -3.407], [0.897, 2.637, -2.879], [0.473, -0.636, -3.377], [1.762, -0.587, -2.781], [2.462, -1.439, -2.726], [3.020, 1.171, -2.151], [-0.962, 0.995, -3.903], [0.029, -1.511, -3.871], [1.196, 1.102, 4.569], [1.529, 0.010, 3.513], [0.752, -0.194, 2.493], [1.037, -0.907, 1.517], [0.160, 0.938, 4.868], [1.333, 2.109, 4.155], [1.877, 0.915, 5.405]], "mulliken_spin": [-0.06, 0.02, -0.01, 0.00, -0.05, 0.06, 0.01, 0.00, 0.00, 0.00, 1.03, 0.00, 0.00, -0.02, 0.00, 0.00, 0.00, 0.01, 0.00, 0.00, 0.00, 0.00, 0.00, 0.00, 0.00, 0.00, 0.00, 0.00, 0.00]}



2.
{"formula": "C19H19NO4", "method": "wB97M-V/def2-TZVPD", "mol_weight_g_mol": 325.364, "homo_energy_ev": -8.26, "charge": 0, "relative_energy_kcal_mol": 24.5, "elements": ["C", "O", "C", "O", "C", "C", "C", "C", "O", "C", "C", "O", "N", "C", "C", "C", "C", "C", "C", "C", "C", "C", "C", "C", "H", "H", "H", "H", "H", "H", "H", "H", "H", "H", "H", "H", "H", "H", "H", "H", "H", "H", "H"], "positions_angstrom": [[2.357, -2.679, -3.519], [1.679, -1.528, -3.042], [2.326, -0.820, -2.102], [3.421, -1.120, -1.692], [1.538, 0.333, -1.619], [0.279, 0.635, -2.129], [-0.478, 1.643, -1.569], [0.010, 2.354, -0.475], [-0.730, 3.256, 0.242], [-2.126, 3.025, 0.309], [-2.466, 1.526, 0.405], [-3.358, 1.073, -0.280], [-1.661, 0.787, 1.231], [-1.105, 1.430, 2.416], [-0.734, 0.392, 3.461], [0.350, -0.495, 2.873], [-0.155, -1.096, 1.593], [0.405, -2.279, 1.133], [-0.044, -2.891, -0.020], [-1.099, -2.325, -0.710], [-1.671, -1.147, -0.269], [-1.192, -0.497, 0.868], [1.312, 2.121, -0.029], [2.064, 1.115, -0.592], [2.557, -3.369, -2.696], [1.700, -3.138, -4.253], [3.308, -2.399, -3.978], [-0.113, 0.062, -2.954], [-1.458, 1.854, -1.969], [-2.480, 3.586, 1.178], [-2.640, 3.411, -0.580], [-1.862, 2.108, 2.817], [-0.212, 2.014, 2.168], [-0.388, 0.896, 4.364], [-1.609, -0.210, 3.713], [0.626, -1.289, 3.568], [1.249, 0.098, 2.675], [1.213, -2.719, 1.699], [0.412, -3.808, -0.364], [-1.486, -2.797, -1.600], [-2.495, -0.730, -0.821], [1.701, 2.723, 0.779], [3.056, 0.893, -0.229]], "mulliken_charge": [-0.74, -0.27, 0.32, -0.64, 0.29, -0.53, -0.18, 0.13, -0.50, -0.72, 0.40, -0.62, 0.33, -0.48, -1.06, -0.91, 1.06, -0.67, -0.85, -0.52, -0.85, 0.26, -0.13, -0.66, 0.30, 0.24, 0.30, 0.50, 0.41, 0.43, 0.36, 0.34, 0.26, 0.41, 0.37, 0.48, 0.25, 0.42, 0.44, 0.43, 0.59, 0.51, 0.49]}



3.
{"formula": "C52H50CsN12PS", "method": "wB97M-V/def2-TZVPD", "mol_weight_g_mol": 1039.002, "homo_energy_ev": -11.95, "charge": 2, "relative_energy_kcal_mol": 12.4, "elements": ["Cs", "C", "C", "N", "C", "C", "N", "C", "C", "C", "C", "C", "N", "C", "C", "N", "C", "C", "N", "C", "C", "C", "N", "C", "C", "H", "H", "H", "H", "H", "H", "H", "H", "H", "H", "H", "H", "N", "C", "C", "C", "C", "C", "C", "N", "C", "C", "C", "S", "C", "N", "H", "H", "H", "H", "H", "H", "H", "N", "C", "C", "C", "N", "C", "C", "N", "C", "H", "H", "H", "H", "H", "H", "H", "H", "H", "H", "H", "H", "H", "H", "H", "H", "C", "C", "C", "C", "C", "C", "P", "C", "C", "C", "C", "C", "C", "C", "C", "C", "C", "C", "C", "H", "H", "H", "H", "H", "H", "H", "H", "H", "H", "H", "H", "H", "H", "H"], "positions_angstrom": [[0.085, -0.010, 0.071], [-4.075, -2.680, 1.172], [-2.743, -2.334, 0.995], [-2.215, -1.263, 1.572], [-3.007, -0.531, 2.360], [-4.349, -0.882, 2.513], [-4.883, -1.942, 1.920], [-2.414, 0.639, 3.077], [-3.023, 1.112, 4.233], [-2.483, 2.190, 4.923], [-1.330, 2.748, 4.385], [-0.777, 2.226, 3.223], [-1.306, 1.189, 2.571], [0.462, 2.846, 2.667], [0.779, 4.185, 2.914], [1.891, 4.749, 2.466], [2.712, 3.978, 1.762], [2.395, 2.658, 1.483], [1.277, 2.095, 1.928], [-3.089, 2.705, 6.183], [-2.704, 3.923, 6.732], [-3.294, 4.360, 7.908], [-4.225, 3.675, 8.563], [-4.595, 2.510, 8.041], [-4.066, 1.991, 6.869], [-4.494, -3.556, 0.691], [-2.095, -2.937, 0.368], [-5.025, -0.281, 3.108], [-3.905, 0.617, 4.609], [-0.825, 3.552, 4.897], [0.106, 4.828, 3.467], [3.634, 4.423, 1.409], [3.066, 2.037, 0.897], [-1.966, 4.559, 6.265], [-3.002, 5.310, 8.339], [-5.353, 1.958, 8.584], [-4.420, 1.027, 6.532], [-1.274, -4.007, -3.262], [-2.587, -3.580, -3.200], [-3.787, -4.147, -3.618], [-4.934, -3.420, -3.369], [-4.892, -2.174, -2.720], [-3.696, -1.620, -2.310], [-2.525, -2.336, -2.563], [-1.209, -2.026, -2.246], [-0.502, -3.048, -2.667], [0.945, -3.202, -2.505], [1.663, -4.325, -2.797], [3.292, -4.108, -2.356], [2.922, -2.522, -1.838], [1.676, -2.175, -1.958], [-0.952, -4.891, -3.615], [-3.827, -5.111, -4.106], [-5.891, -3.822, -3.672], [-5.819, -1.651, -2.531], [-3.664, -0.676, -1.779], [1.325, -5.263, -3.208], [3.681, -1.884, -1.407], [-0.096, 0.916, -6.129], [-0.405, 0.342, -4.739], [-1.652, 0.996, -4.168], [-1.424, 2.341, -3.441], [-1.656, 2.149, -2.007], [-0.027, 2.915, -3.693], [1.176, 1.965, -3.547], [1.762, 2.040, -2.204], [0.807, 0.503, -3.849], [-0.889, 0.791, -6.761], [0.718, 0.456, -6.540], [0.104, 1.917, -6.070], [-0.601, -0.714, -4.926], [-2.038, 0.275, -3.446], [-2.420, 1.087, -4.942], [-2.128, 3.069, -3.860], [-2.606, 1.818, -1.865], [-1.597, 3.038, -1.519], [0.123, 3.791, -3.056], [-0.027, 3.335, -4.707], [1.913, 2.294, -4.295], [1.924, 3.007, -1.945], [2.675, 1.595, -2.201], [0.561, -0.012, -2.921], [1.663, -0.036, -4.265], [1.542, -6.696, 1.509], [0.932, -5.800, 0.644], [1.098, -4.434, 0.835], [1.876, -3.952, 1.886], [2.481, -4.862, 2.752], [2.314, -6.225, 2.564], [2.030, -2.139, 2.033], [3.810, -1.837, 1.743], [4.661, -2.766, 1.150], [5.976, -2.427, 0.848], [6.457, -1.159, 1.138], [5.618, -0.228, 1.740], [4.306, -0.563, 2.035], [1.828, -1.781, 3.808], [2.837, -1.888, 4.764], [2.575, -1.579, 6.090], [1.307, -1.160, 6.473], [0.297, -1.048, 5.528], [0.560, -1.354, 4.200], [1.412, -7.762, 1.370], [0.318, -6.164, -0.171], [0.615, -3.727, 0.168], [3.078, -4.503, 3.581], [2.782, -6.924, 3.245], [4.304, -3.767, 0.936], [6.631, -3.165, 0.403], [7.484, -0.902, 0.917], [5.993, 0.756, 1.992], [3.660, 0.162, 2.522], [3.832, -2.199, 4.468], [3.362, -1.663, 6.829], [1.110, -0.919, 7.510], [-0.692, -0.720, 5.825], [-0.221, -1.261, 3.453]], "mulliken_charge": [1.30, -0.66, -0.40, 0.28, -0.12, -0.61, -0.64, 0.44, -0.52, 0.94, -1.05, 0.14, 0.27, -0.03, -0.69, -0.60, -0.73, -0.38, 0.27, 0.84, -0.58, -0.41, -0.59, -0.44, -0.53, 0.48, 0.40, 0.48, 0.20, 0.60, 0.59, 0.42, 0.69, 0.38, 0.38, 0.38, 0.36, 0.08, 0.37, -1.24, -0.67, -0.88, -0.29, -0.02, 0.95, 0.11, -0.36, -0.63, -0.14, -0.46, 0.29, 0.23, 0.49, 0.45, 0.48, 0.49, 0.39, 0.50, 0.00, -0.72, -0.19, 0.37, -0.26, -1.97, 0.03, -0.27, 0.04, 0.41, 0.41, 0.28, 0.43, -0.74, 0.51, 0.31, 0.21, 0.29, 0.78, 0.25, 0.17, 0.27, 0.31, -0.62, 0.89, -0.80, -0.60, -0.01, -0.51, -0.17, -0.76, 1.48, 0.49, -0.86, -0.59, -0.67, -0.62, -0.87, 0.10, -0.27, -0.81, -0.72, -0.32, -0.35, 0.41, 0.48, 0.34, 0.41, 0.45, 0.47, 0.45, 0.42, 0.45, 0.70, 0.43, 0.44, 0.41, 0.52, 0.26]}



4.
{"formula": "C32H30N3O7RhSb", "method": "wB97M-V/def2-TZVPD", "mol_weight_g_mol": 793.272, "homo_energy_ev": [-5.57, -5.57], "charge": -1, "relative_energy_kcal_mol": 38.8, "elements": ["Rh", "N", "C", "C", "O", "N", "C", "C", "O", "O", "H", "H", "H", "H", "H", "H", "O", "C", "O", "C", "C", "C", "N", "C", "C", "C", "O", "O", "H", "H", "H", "C", "C", "C", "C", "C", "C", "C", "Sb", "C", "C", "C", "C", "C", "C", "C", "C", "C", "C", "C", "C", "C", "C", "H", "H", "H", "H", "H", "H", "H", "H", "H", "H", "H", "H", "H", "H", "H", "H", "H", "H", "H", "H", "H"], "positions_angstrom": [[0.867, -1.532, 0.585], [2.483, -1.656, -0.931], [3.780, -1.893, -0.289], [3.816, -1.220, 1.055], [4.848, -0.726, 1.492], [2.628, -1.287, 1.678], [2.488, -0.657, 2.963], [1.328, 0.298, 2.902], [1.226, 1.229, 3.674], [0.451, 0.018, 1.971], [2.236, -2.397, -1.578], [2.483, -0.766, -1.421], [4.622, -1.548, -0.888], [3.888, -2.963, -0.112], [3.390, -0.122, 3.252], [2.257, -1.398, 3.737], [-2.775, -6.801, 3.376], [-2.004, -6.059, 4.003], [-1.569, -6.080, 5.167], [-1.473, -4.856, 3.168], [-1.081, -3.682, 3.804], [-0.603, -2.628, 3.051], [-0.481, -2.726, 1.722], [-0.862, -3.846, 1.098], [-1.386, -4.921, 1.783], [-0.668, -3.826, -0.389], [-1.185, -4.656, -1.098], [0.074, -2.835, -0.812], [-1.151, -3.610, 4.880], [-0.319, -1.684, 3.494], [-1.721, -5.793, 1.239], [-2.101, -0.494, -3.328], [-1.908, 1.003, -3.342], [-2.395, 1.760, -4.406], [-2.187, 3.130, -4.468], [-1.488, 3.772, -3.455], [-1.008, 3.032, -2.384], [-1.210, 1.655, -2.324], [-0.392, 0.653, -0.585], [-1.508, 1.928, 0.720], [-0.957, 3.052, 1.320], [-1.728, 3.863, 2.141], [-3.061, 3.550, 2.355], [-3.611, 2.427, 1.755], [-2.848, 1.596, 0.940], [-3.471, 0.378, 0.306], [1.555, 1.544, -0.820], [2.217, 2.087, 0.282], [3.534, 2.516, 0.194], [4.210, 2.403, -1.010], [3.566, 1.855, -2.109], [2.247, 1.410, -2.038], [1.626, 0.793, -3.271], [-2.881, -0.795, -4.027], [-2.367, -0.859, -2.335], [-1.179, -1.004, -3.618], [-2.946, 1.266, -5.198], [-2.569, 3.696, -5.309], [-1.320, 4.841, -3.495], [-0.470, 3.533, -1.586], [0.081, 3.309, 1.164], [-1.283, 4.724, 2.623], [-3.674, 4.176, 2.992], [-4.653, 2.182, 1.929], [-4.466, 0.191, 0.707], [-2.864, -0.514, 0.484], [-3.566, 0.516, -0.775], [1.718, 2.152, 1.240], [4.032, 2.909, 1.070], [5.240, 2.728, -1.092], [4.105, 1.749, -3.045], [2.400, 0.489, -3.977], [0.970, 1.504, -3.775], [1.021, -0.086, -3.028]], "mulliken_charge": [-0.84, -0.22, -0.53, 0.52, -0.74, 0.13, -0.88, 0.56, -0.71, -0.33, 0.28, -0.09, 0.32, 0.31, 0.44, 0.26, -0.70, 0.35, -0.71, 0.38, -1.09, -0.46, 0.33, 0.70, -0.73, 0.10, -0.68, -0.42, 0.51, 0.74, 0.59, -1.37, 1.08, -0.78, -0.63, -0.94, -0.48, 0.59, 2.48, 1.31, -0.26, -0.91, -0.75, -0.88, 0.35, -1.19, 1.98, -1.12, -1.24, -0.90, -0.79, 0.16, -1.27, 0.48, 0.15, 0.31, 0.40, 0.38, 0.44, 0.35, 0.28, 0.43, 0.38, 0.41, 0.53, 0.05, 0.20, 0.17, 0.45, 0.37, 0.43, 0.54, 0.32, 0.06]}



| no. | DFT total energy (a.u.) |
| --- | --- |
| 1 | -4038.9732 |
| 2 | -1091.1594 |
| 3 | -3427.9518 |
| 4 | -2279.2679 |